# C19H34BF3N4O6P

A cluster of 2 separate species, C19H34BF3N4O6P in total at a distorted geometry (ωB97M-V with the def2-TZVPD basis set, the Open Molecules 2025 dataset).

HOMO (eV): -11.53
ΔE to the lowest compared entry with this formula, charge and spin (kcal/mol): 0.0
Charge: +1

Each line ends with the Löwdin charge.
Positions of all 68 atoms, in Å:
C -6.66023 0.04489 0.94146  0.115
C -6.59289 1.12498 1.44231  -0.147
C -6.24139 2.45343 1.95634  -0.204
C -4.69613 2.65260 1.95739  -0.165
C -4.27246 3.05474 0.52404  -0.140
C -2.95916 2.45043 0.08649  -0.150
C -2.94213 1.39877 -0.82659  0.094
C -1.71795 0.88344 -1.24030  -0.098
C -1.75110 -0.23608 -2.26015  -0.094
O -1.01666 -1.38399 -1.84220  0.067
C -1.55864 -2.01858 -0.75908  -0.692
F -2.83893 -1.71773 -0.53990  0.183
F -0.83070 -1.79341 0.34077  0.173
F -1.49991 -3.33748 -0.98402  0.181
C -0.51848 1.39997 -0.75307  0.026
B 0.91407 0.84866 -1.27000  -0.443
O 1.66968 0.03194 -0.51701  0.154
C 1.36935 1.28725 -2.72452  -0.116
C 1.83961 2.76462 -2.84351  -0.078
N -0.56712 2.40751 0.15230  0.020
C 0.62952 3.02823 0.76253  -0.021
C 1.16963 2.25899 2.03762  -0.624
N 0.12204 1.42059 2.59667  0.111
N 2.42332 1.56981 1.76880  0.094
N 1.45624 3.26712 3.07867  0.071
C -1.75096 2.90795 0.55070  0.040
H -6.70207 -0.92119 0.49454  0.031
H -6.64653 3.18601 1.24977  0.116
H -6.64452 2.63549 2.95262  0.117
H -4.45343 3.42962 2.68261  0.113
H -4.25122 1.68667 2.20245  0.117
H -5.02884 2.70842 -0.18681  0.113
H -4.26069 4.14376 0.40931  0.131
H -3.88091 1.00751 -1.20455  0.144
H -1.25312 0.13241 -3.16002  0.136
H -2.76916 -0.46293 -2.57887  0.143
H 2.60023 0.07582 -0.77435  0.141
H 2.12271 0.59523 -3.11170  0.116
H 0.50322 1.18431 -3.39010  0.092
H 2.92550 2.82873 -2.94606  0.083
H 1.44495 3.22444 -3.75152  0.078
H 1.55715 3.39753 -1.99922  0.049
H 0.30024 3.99375 1.14097  0.118
H 1.42450 3.23377 0.04708  0.121
H 0.20352 0.49289 2.18901  0.086
H 0.33420 1.36557 3.58874  0.096
H 2.41086 0.66980 2.22994  0.087
H 3.21409 2.09613 2.11601  0.088
H 1.95426 4.06185 2.69634  0.084
H 0.59597 3.56305 3.52688  0.082
H -1.74359 3.71720 1.27018  0.156
C 3.23492 -6.04976 1.13077  -0.101
O 3.50033 -4.63979 0.95289  -0.253
P 4.18037 -4.17056 -0.49750  0.536
O 5.25053 -3.25679 -0.01664  -0.255
O 2.86589 -3.39014 -1.02896  -0.234
C 1.92145 -2.79740 -0.14979  -0.117
O 4.61215 -4.44050 -2.06682  -0.224
C 5.52935 -5.52925 -2.29576  -0.103
H 2.79871 -6.18627 2.11686  0.088
H 2.52670 -6.40694 0.37870  0.088
H 4.16132 -6.62287 1.07011  0.085
H 2.41158 -2.19192 0.61299  0.094
H 1.29648 -3.56362 0.30906  0.091
H 1.28530 -2.15951 -0.74365  0.052
H 5.10636 -6.47306 -1.95026  0.080
H 6.47561 -5.33961 -1.78574  0.089
H 5.70702 -5.59647 -3.36529  0.089

***

# C48H111F3N3O16Rb

A structure of composition C48H111F3N3O16Rb at a distorted geometry (ωB97M-V with the def2-TZVPD basis set, the Open Molecules 2025 dataset).

HOMO (eV): -8.25

Each line ends with the Löwdin charge.
Positions of all 182 atoms, in Å:
Rb -2.75060 -0.32047 3.63246  0.959
C -2.16670 -0.26136 -0.02613  -0.401
O -0.92433 0.24388 0.54966  -0.111
O -3.02209 -0.73028 0.90204  -0.263
C -2.72029 0.96633 -0.75273  -0.544
F -1.87466 1.26751 -1.75044  0.127
F -3.91614 0.71253 -1.26970  0.155
F -2.74004 2.12686 -0.03398  0.118
C 0.27482 -0.13050 -0.11522  -0.247
C 1.37942 0.09805 0.89626  -0.043
H 2.07611 -0.73388 0.82892  0.062
H 1.84672 1.04542 0.91900  0.047
H 0.85739 -0.10951 1.86665  0.092
H 0.41265 0.41067 -1.08805  0.104
H 0.25177 -1.22696 -0.37926  0.107
H -1.88532 -1.00533 -0.79126  0.141
C 4.65807 -4.86901 2.54384  -0.227
C 5.11624 -5.68656 1.36393  -0.245
O 4.05313 -6.42006 0.73601  -0.081
O 4.05510 -3.58050 2.22928  -0.094
H 5.53667 -4.67368 3.18307  0.117
H 3.96628 -5.39637 3.22231  0.119
H 5.99367 -6.40194 1.57492  0.143
H 5.47676 -4.99337 0.59589  0.079
H 3.87158 -7.15340 1.33989  0.085
H 3.18755 -3.72085 1.78953  0.028
C 0.24172 -4.42192 -0.59565  -0.198
C 1.60367 -3.80022 -0.20842  -0.190
O 1.57941 -3.49026 1.20070  -0.088
O -0.80149 -3.49028 -0.29226  -0.081
H 0.10798 -5.33133 -0.03143  0.110
H 0.18663 -4.67767 -1.71005  0.147
H 1.73750 -2.87715 -0.76255  0.097
H 2.43232 -4.51108 -0.30745  0.103
H 0.77018 -3.00713 1.39858  0.091
H -1.45875 -3.51495 -0.99572  0.056
C -5.36411 -3.16425 -1.94677  -0.211
C -4.17918 -2.21251 -1.94325  -0.137
O -3.01314 -2.99388 -2.54051  -0.098
O -5.58564 -3.63756 -3.29160  -0.098
H -6.31709 -2.69885 -1.72850  0.120
H -5.18500 -4.01278 -1.30453  0.110
H -3.88462 -1.87825 -0.97247  0.069
H -4.38346 -1.37989 -2.60976  0.112
H -2.85566 -2.61167 -3.40938  0.033
H -4.78647 -4.05573 -3.69888  0.096
C -4.31995 -3.92320 3.41601  -0.230
C -3.89284 -3.50834 1.98735  -0.252
O -4.63626 -2.48255 1.42765  -0.159
O -4.05764 -2.96972 4.41050  -0.119
H -3.78591 -4.82368 3.74501  0.124
H -5.32336 -4.24910 3.32505  0.105
H -4.00088 -4.33433 1.30438  0.110
H -2.79950 -3.26985 1.95992  0.126
H -3.94025 -1.73843 1.15129  0.008
H -4.85274 -2.45721 4.60553  0.055
C 0.48738 6.14482 -1.92183  -0.015
C 1.32312 5.33115 -0.83205  -0.439
C 0.90325 3.78549 -0.83088  -0.115
C 1.51273 3.01778 -1.98310  -0.172
C 3.00483 3.16395 -1.83806  -0.154
C 3.46972 4.58528 -1.89548  -0.527
N 2.79443 5.42130 -0.97197  -0.093
O 3.10081 6.76018 -1.29315  -0.040
C 4.97168 4.58406 -1.52536  -0.023
C 3.49590 5.11397 -3.42457  -0.008
C 0.90185 5.87108 0.54456  -0.041
H 0.75885 7.22125 -2.05720  0.088
H -0.56962 6.16506 -1.56451  0.087
H 0.58249 5.77163 -2.90714  0.041
H 1.32621 3.32554 0.07553  0.099
H -0.17653 3.66362 -0.73545  0.113
H 1.16044 3.45461 -2.86487  0.086
H 1.23050 1.94873 -2.01322  0.097
H 3.56921 2.55467 -2.55228  0.123
H 3.29937 2.77510 -0.82814  0.118
H 5.32079 5.59685 -1.61907  0.075
H 5.04246 4.33316 -0.49034  0.058
H 5.47245 3.92894 -2.20722  0.079
H 4.10827 4.51451 -4.11942  0.085
H 2.47966 5.10693 -3.78224  0.044
H 3.80091 6.19714 -3.47121  0.091
H -0.16930 5.95056 0.54145  0.064
H 1.30592 6.89624 0.75224  0.094
H 1.20346 5.14039 1.36252  0.080
H 3.44222 7.09674 -0.42827  0.131
C -6.65238 0.46793 0.46923  -0.008
C -6.63687 1.04790 1.91515  -0.482
C -7.81343 1.93993 2.24068  -0.156
C -9.15089 1.27302 2.44851  -0.177
C -8.98565 0.29752 3.60335  -0.166
C -7.88036 -0.67033 3.38060  -0.546
N -6.65522 0.08213 3.01825  -0.095
O -5.59546 -0.79777 3.06002  -0.130
C -7.67921 -1.30118 4.76242  -0.017
C -8.26002 -1.70857 2.36629  -0.002
C -5.31480 1.89446 1.94818  -0.034
H -7.53478 0.11171 0.01634  0.054
H -5.98028 -0.40645 0.43948  0.081
H -6.19334 1.17706 -0.24157  0.084
H -7.66576 2.42382 3.23983  0.134
H -7.78388 2.74444 1.47215  0.133
H -9.54974 0.77710 1.54332  0.118
H -9.87254 2.06125 2.67206  0.113
H -9.90120 -0.24884 3.66573  0.113
H -8.75919 0.87385 4.52136  0.138
H -7.11625 -2.28030 4.65602  0.095
H -7.10122 -0.62714 5.36533  0.084
H -8.68759 -1.42296 5.15684  0.088
H -8.48485 -1.25791 1.43675  0.060
H -7.56977 -2.53926 2.28870  0.085
H -9.20138 -2.13635 2.76348  0.106
H -5.44846 2.77856 1.31758  0.086
H -4.41380 1.27946 1.58021  0.067
H -5.12619 2.23090 3.00946  0.097
H -5.61436 -1.51171 2.41499  0.032
C 7.83456 -0.41079 -2.03950  -0.043
C 6.53848 -1.13923 -1.75078  -0.528
C 5.37529 -0.20968 -1.98404  -0.129
C 4.01314 -0.96940 -1.89851  -0.161
C 3.97562 -2.09316 -2.95681  -0.138
C 5.18174 -3.04231 -2.79853  -0.515
N 6.41922 -2.20667 -2.74630  -0.050
O 7.47108 -3.19612 -2.53207  -0.035
C 4.91509 -3.96071 -1.60578  -0.034
C 5.23376 -3.83666 -4.08855  -0.048
C 6.59897 -1.53903 -0.24389  -0.008
H 7.90703 -0.00445 -3.06433  0.098
H 8.64458 -1.12012 -1.81048  0.088
H 8.04569 0.38496 -1.37578  0.064
H 5.27425 0.63785 -1.29540  0.108
H 5.39099 0.20513 -2.99599  0.120
H 3.15217 -0.36830 -2.00843  0.078
H 3.91871 -1.42727 -0.85970  0.106
H 4.03427 -1.59978 -3.94031  0.121
H 3.02073 -2.62565 -2.99293  0.112
H 5.67349 -4.63881 -1.29526  0.063
H 4.61756 -3.48616 -0.63325  0.069
H 4.02569 -4.53563 -1.95037  0.099
H 5.91507 -4.72962 -3.96927  0.104
H 4.24768 -4.21653 -4.26485  0.069
H 5.48347 -3.22642 -4.96874  0.094
H 7.27937 -2.38858 -0.10732  0.093
H 5.69765 -1.87340 0.18322  0.037
H 6.95664 -0.64180 0.26216  0.075
H 7.95328 -3.13437 -3.35823  0.099
C -0.44640 -0.01880 -5.33498  -0.038
C -1.76436 -0.34025 -4.60461  -0.457
C -2.78509 0.77844 -4.78992  -0.049
O -2.28488 -1.55417 -5.17775  -0.080
H -0.67903 0.21618 -6.38419  0.088
H 0.25895 -0.83302 -5.36072  0.071
H 0.08994 0.79868 -4.93921  0.053
H -1.70354 -0.60558 -3.55180  0.117
H -2.33799 1.74642 -4.50571  0.090
H -3.60674 0.57399 -4.14476  0.056
H -3.08904 0.82920 -5.84939  0.091
H -2.72065 -1.37299 -6.02998  0.101
C -1.31693 3.19800 2.46280  -0.040
C -0.35582 2.38515 3.30496  -0.440
C 0.90604 3.13510 3.77045  -0.018
O -1.14213 1.90264 4.41915  -0.182
H -0.90359 3.44570 1.52055  0.045
H -1.54876 4.18223 2.88133  0.096
H -2.27175 2.69144 2.28192  0.069
H -0.15914 1.46965 2.74456  0.100
H 1.47658 3.63052 2.98941  0.050
H 1.51116 2.40984 4.28022  0.069
H 0.67257 3.82149 4.56376  0.080
H -1.64417 2.60984 4.84685  0.094
C 4.48395 3.40633 2.41197  -0.043
C 4.67778 1.96296 2.92036  -0.519
C 5.32963 1.15461 1.85913  -0.072
O 5.55033 1.99287 4.01951  -0.032
H 3.65793 3.92090 2.88283  0.048
H 4.14179 3.28117 1.37331  0.051
H 5.37013 4.04674 2.40112  0.093
H 3.73500 1.46370 3.20469  0.135
H 4.59453 0.96028 1.06326  0.068
H 5.61458 0.14135 2.17151  0.089
H 6.16280 1.78418 1.47913  0.105
H 4.95737 2.27152 4.71067  0.081

***

# C4H7NO3

The molecule C4H7NO3 at a distorted geometry (ωB97M-V with the def2-TZVPD basis set, the Open Molecules 2025 dataset).

HOMO (eV): -9.66
ΔE to the lowest compared entry with this formula, charge and spin (kcal/mol): 147.1
Structure (SMILES): C1=N\OCCOCO/1

Each line ends with the Löwdin charge.
Positions of all 15 atoms, in Å:
C -1.27069 0.67017 1.13891  -0.234
N -1.80324 -0.13821 0.26610  0.108
O -0.99746 -1.35766 0.35215  -0.138
C -0.45201 -1.33454 -0.91192  -0.304
C 0.87290 -0.61760 -0.85716  -0.133
O 0.66181 0.80826 -0.58449  -0.090
C 0.89743 1.35232 0.56937  -0.163
O -0.05174 0.70800 1.76691  -0.085
H -1.74453 1.57733 1.30504  0.105
H -1.11736 -0.78054 -1.60766  0.122
H -0.40910 -2.44304 -1.30305  0.161
H 1.49508 -0.75583 -1.86522  0.160
H 1.34351 -1.35435 0.00042  0.183
H 2.00510 1.26783 1.03706  0.178
H 0.57030 2.39787 0.69354  0.131

***

# C2H7ClNOPS

The molecule C2H7ClNOPS at a distorted geometry (ωB97M-V with the def2-TZVPD basis set, the Open Molecules 2025 dataset).

HOMO (eV): -8.45
ΔE to the lowest compared entry with this formula, charge and spin (kcal/mol): 24.5
Structure (SMILES): CNP(Cl)SCO

Each line ends with the Löwdin charge.
Positions of all 14 atoms, in Å:
C -0.40309 1.75330 1.91323  -0.210
N -0.88904 0.82727 0.90397  -0.437
P 0.10819 -0.51195 0.56171  0.248
Cl -0.51244 -1.70706 2.07100  0.164
S -0.97015 -1.29890 -1.07144  0.544
C 0.44955 -1.20080 -2.28714  -0.615
O 1.65683 -0.89643 -1.70772  -0.179
H -1.13633 2.54613 2.05238  0.076
H -0.29299 1.21083 2.85310  0.056
H 0.56231 2.20460 1.66039  0.067
H -1.20527 1.29405 0.06278  0.054
H 0.43696 -2.16429 -2.80683  0.072
H 0.19574 -0.39922 -2.98196  0.075
H 1.99973 -1.65755 -1.22346  0.084

***

# C7H5ClN2O2

The molecule C7H5ClN2O2 at a distorted geometry (ωB97M-V with the def2-TZVPD basis set, the Open Molecules 2025 dataset).

HOMO (spin up / spin down) (eV): -9.81 / -10.20
ΔE to the lowest compared entry with this formula, charge and spin (kcal/mol): 62.2
Structure (SMILES): CCOC(=O)C(Cl)=C(C#N)C#N

Each line ends with the Löwdin charge.
Positions of all 17 atoms, in Å:
C -0.91928 -0.56884 -0.59979  -0.043
C -0.02923 0.61713 -0.23877  -0.167
O -0.30760 1.02489 1.13009  -0.028
C -1.35373 1.78926 1.35508  -0.592
O -2.09994 2.21820 0.51278  0.120
C -1.62721 2.05184 2.75403  -0.387
Cl -2.84410 3.04607 3.36934  0.809
C -0.61813 1.33817 4.07903  -0.084
C -1.26660 1.49711 5.27794  -0.279
N -1.93688 1.68961 6.19886  0.197
C 0.61938 0.89139 3.65821  -0.225
N 1.58093 0.39056 3.28571  0.208
H -0.83648 -0.70222 -1.74820  0.124
H -0.57652 -1.54476 -0.16434  0.093
H -1.77555 -0.42950 -0.11329  0.019
H -0.23351 1.38313 -0.90220  0.087
H 1.08938 0.50549 -0.22795  0.147